[1]
DFT (wB97M-V/def2-TZVPD) results for C22H60N5O6Pd as an isolated structure in a non-equilibrium geometry.

Lowest unoccupied orbital energy (alpha / beta) ... -7.1 / -8.5 eV
Total charge ... +1
E_HOMO (alpha / beta) ... -9.95 / -9.95 eV
Spin multiplicity ... 3
Orbital gap (alpha / beta) ... 0.103 / 0.053 Eh
E ... -1726.58664 Ha

Each line ends with the Mulliken spin population.
Geometry (Å):
Pd: 13.84 7.21 -22.30  1.000
C: 18.07 13.46 -20.22  -0.005
C: 17.62 12.11 -19.53  -0.020
O: 16.50 11.37 -20.07  0.923
H: 19.14 13.65 -20.09  0.000
H: 17.48 14.30 -19.85  0.002
H: 17.84 13.36 -21.28  -0.001
H: 17.43 12.36 -18.49  0.050
H: 18.50 11.46 -19.55  0.050
C: 25.64 8.48 -21.02  0.000
C: 24.29 8.98 -21.41  0.000
C: 23.90 9.09 -22.87  0.000
O: 24.70 9.94 -23.66  0.000
C: 24.73 11.28 -23.25  0.000
N: 23.33 7.99 -20.84  0.000
H: 25.84 7.43 -21.25  0.000
H: 25.98 8.74 -20.02  0.000
H: 26.34 9.03 -21.64  0.000
H: 24.08 9.85 -20.80  0.000
H: 22.84 9.35 -22.92  0.000
H: 24.19 8.14 -23.33  0.000
H: 23.78 11.70 -22.93  0.000
H: 25.26 11.93 -23.95  0.000
H: 25.19 11.44 -22.28  0.000
H: 23.45 7.90 -19.84  0.000
H: 22.47 8.50 -20.68  0.000
C: 13.68 11.34 -27.17  0.000
C: 13.93 10.04 -27.89  0.000
C: 14.42 10.04 -29.40  0.000
O: 14.81 8.66 -29.81  0.000
C: 15.05 8.42 -31.13  0.000
N: 14.93 9.38 -27.06  0.000
H: 14.52 12.03 -27.29  0.000
H: 13.59 11.10 -26.11  0.000
H: 12.87 11.90 -27.63  0.000
H: 13.06 9.41 -27.68  0.000
H: 15.22 10.72 -29.68  0.000
H: 13.61 10.41 -30.03  0.000
H: 15.04 7.33 -31.20  0.000
H: 15.94 8.84 -31.61  0.000
H: 14.30 8.85 -31.80  0.000
H: 15.64 10.10 -27.06  0.000
H: 15.33 8.66 -27.64  0.000
C: 19.21 4.90 -12.99  0.000
C: 19.67 6.17 -13.70  0.000
C: 21.10 6.01 -14.18  0.000
O: 21.55 7.28 -14.45  0.000
C: 21.98 8.01 -13.21  0.000
N: 18.66 6.30 -14.81  0.000
H: 19.37 3.96 -13.52  0.000
H: 18.14 4.93 -12.81  0.000
H: 19.65 4.91 -12.00  0.000
H: 19.43 7.02 -13.06  0.000
H: 20.96 5.41 -15.08  0.000
H: 21.76 5.48 -13.50  0.000
H: 22.57 8.87 -13.54  0.000
H: 22.79 7.40 -12.80  0.000
H: 21.23 8.36 -12.51  0.000
H: 17.81 6.57 -14.34  0.000
H: 18.89 7.17 -15.27  0.000
C: 10.20 15.43 -18.91  0.000
C: 9.77 14.56 -17.74  0.000
C: 8.52 15.04 -16.98  0.000
O: 8.19 14.23 -15.93  0.000
C: 7.42 14.79 -14.86  0.000
N: 9.57 13.19 -18.17  0.000
H: 10.67 16.36 -18.59  0.000
H: 9.33 15.64 -19.53  0.000
H: 11.00 15.00 -19.52  0.000
H: 10.65 14.66 -17.11  0.000
H: 7.70 15.09 -17.70  0.000
H: 8.75 16.06 -16.70  0.000
H: 6.39 14.95 -15.15  0.000
H: 7.80 15.74 -14.48  0.000
H: 7.30 14.16 -13.97  0.000
H: 8.84 13.22 -18.87  0.000
H: 10.37 12.97 -18.74  0.000
C: 25.72 20.06 -16.52  0.000
C: 24.90 18.78 -17.07  0.000
C: 25.14 18.49 -18.57  0.000
O: 24.71 19.58 -19.41  0.000
C: 23.25 19.77 -19.48  0.000
N: 25.36 17.75 -16.16  0.000
H: 25.55 20.96 -17.10  0.000
H: 26.79 19.99 -16.67  0.000
H: 25.80 20.16 -15.43  0.000
H: 23.84 18.79 -16.85  0.000
H: 24.58 17.58 -18.78  0.000
H: 26.21 18.36 -18.72  0.000
H: 22.87 19.09 -20.25  0.000
H: 22.98 20.79 -19.74  0.000
H: 22.63 19.50 -18.62  0.000
H: 26.35 17.69 -15.99  0.000
H: 25.00 17.96 -15.24  0.000

***

[2]
DFT (wB97M-V/def2-TZVPD) results for a 8-piece molecular cluster, C22H61BNO25PS8 overall in a non-equilibrium geometry.

SMILES string ... O=C(N[PH2]=S)OB(O)O.CCOS(C)(=O)=O.CCOS(C)(=O)=O.CCOS(C)(=O)=O.CCOS(C)(=O)=O.CCOS(C)(=O)=O.CCOS(C)(=O)=O.CCOS(C)(=O)=O
Lowest unoccupied orbital energy ... -0.5 eV
Total charge ... 0
E_HOMO ... -9.04 eV
Orbital gap ... 0.314 Eh
E ... -6362.24637 Ha

Each line ends with the Mulliken charge.
Geometry (Å):
O: 11.37 -0.48 5.74  -0.518
C: 10.54 -1.47 6.19  0.457
N: 11.18 -2.60 6.96  -0.379
P: 10.44 -2.87 8.56  0.179
S: 9.21 -1.49 9.15  -0.285
O: 9.12 -1.33 5.84  -0.141
B: 8.68 -2.32 4.85  0.514
O: 9.56 -3.04 3.89  -0.506
O: 7.19 -2.58 4.79  -0.504
H: 11.29 -3.47 6.40  0.373
H: 11.48 -2.98 9.59  0.120
H: 9.72 -4.13 8.56  0.087
H: 9.24 -2.71 2.98  0.316
H: 6.92 -2.89 5.72  0.318
C: 6.29 1.03 3.96  -1.086
C: 5.69 0.00 3.03  -0.183
O: 4.34 0.30 2.71  -0.268
S: 4.04 1.53 1.68  1.242
C: 2.31 1.22 1.43  -1.015
O: 4.75 1.28 0.44  -0.635
O: 4.17 2.78 2.40  -0.642
H: 6.37 2.01 3.47  0.399
H: 7.29 0.74 4.28  0.263
H: 5.66 1.17 4.85  0.319
H: 6.29 -0.11 2.12  0.163
H: 5.68 -0.98 3.54  0.308
H: 2.19 0.26 0.92  0.317
H: 1.92 2.02 0.80  0.407
H: 1.81 1.22 2.40  0.383
C: -1.90 -2.42 -2.28  -0.952
C: -1.12 -1.16 -2.60  -0.303
O: -1.76 0.00 -2.07  -0.262
S: -1.70 0.25 -0.46  1.140
C: -2.34 1.91 -0.46  -0.850
O: -0.32 0.29 -0.04  -0.539
O: -2.67 -0.60 0.19  -0.589
H: -1.91 -2.62 -1.20  0.295
H: -1.45 -3.29 -2.77  0.390
H: -2.94 -2.33 -2.60  0.204
H: -0.09 -1.23 -2.23  0.304
H: -1.07 -1.03 -3.68  0.287
H: -1.64 2.56 -0.98  0.362
H: -2.45 2.22 0.58  0.391
H: -3.31 1.91 -0.96  0.123
C: -9.28 1.80 -3.68  -0.634
C: -7.94 2.43 -3.36  -0.447
O: -7.54 2.17 -2.02  -0.280
S: -7.03 0.67 -1.64  1.243
C: -6.40 1.05 -0.02  -0.943
O: -5.91 0.32 -2.50  -0.556
O: -8.18 -0.19 -1.48  -0.637
H: -9.21 0.71 -3.65  0.345
H: -9.62 2.09 -4.68  -0.007
H: -10.03 2.10 -2.95  0.389
H: -7.16 2.10 -4.06  0.257
H: -8.02 3.52 -3.46  0.290
H: -5.55 1.73 -0.11  0.196
H: -6.08 0.11 0.44  0.406
H: -7.20 1.49 0.58  0.356
C: 5.12 -2.39 -1.17  -1.127
C: 6.05 -2.76 -0.03  0.297
O: 5.58 -3.90 0.68  -0.173
S: 5.71 -5.37 -0.02  1.136
C: 5.30 -6.34 1.40  -0.908
O: 7.10 -5.61 -0.36  -0.629
O: 4.64 -5.51 -0.99  -0.601
H: 5.10 -3.17 -1.94  0.407
H: 5.44 -1.46 -1.65  0.379
H: 4.09 -2.28 -0.80  0.245
H: 7.07 -2.93 -0.40  0.340
H: 6.09 -1.93 0.68  -0.310
H: 6.07 -6.22 2.16  0.296
H: 5.25 -7.39 1.09  0.370
H: 4.32 -6.03 1.78  0.306
C: 11.45 4.22 12.38  -0.983
C: 10.28 3.95 11.46  -0.322
O: 10.72 3.54 10.17  -0.272
S: 11.32 2.04 9.99  1.137
C: 11.38 2.01 8.22  -0.922
O: 10.34 1.08 10.44  -0.569
O: 12.69 2.03 10.48  -0.617
H: 12.01 3.31 12.59  0.301
H: 11.10 4.63 13.34  0.384
H: 12.14 4.93 11.93  0.259
H: 9.59 3.21 11.88  0.306
H: 9.70 4.88 11.32  0.269
H: 10.36 2.06 7.83  0.311
H: 11.85 1.08 7.91  0.301
H: 11.97 2.86 7.87  0.394
C: -9.17 -1.66 -9.41  -1.060
C: -9.23 -1.96 -7.93  -0.147
O: -7.94 -1.92 -7.33  -0.289
S: -7.23 -0.47 -7.10  1.067
C: -5.89 -1.03 -6.08  -1.055
O: -8.11 0.36 -6.30  -0.457
O: -6.68 -0.02 -8.36  -0.613
H: -8.84 -0.63 -9.59  0.300
H: -10.15 -1.78 -9.88  0.398
H: -8.45 -2.31 -9.91  0.296
H: -9.91 -1.27 -7.41  0.149
H: -9.62 -2.97 -7.79  0.291
H: -6.29 -1.41 -5.14  0.310
H: -5.24 -0.17 -5.89  0.385
H: -5.33 -1.80 -6.62  0.388
C: -10.98 2.07 -7.00  -0.496
C: -12.40 2.08 -6.46  -0.407
O: -13.22 2.99 -7.17  -0.270
S: -13.70 2.59 -8.68  1.201
C: -14.90 3.88 -8.90  -0.925
O: -14.40 1.32 -8.62  -0.638
O: -12.61 2.82 -9.60  -0.597
H: -10.95 1.67 -8.02  0.422
H: -10.33 1.44 -6.38  -0.121
H: -10.57 3.08 -7.03  0.322
H: -12.84 1.08 -6.46  0.321
H: -12.38 2.42 -5.41  0.246
H: -15.71 3.74 -8.18  0.317
H: -15.28 3.82 -9.92  0.368
H: -14.41 4.85 -8.75  0.309

***

total charge of number 1 (C22H60N5O6Pd)?
+1

***

The highest total charge belongs to which entry?
C22H60N5O6Pd